Record 1
DFT (the ωB97M-V functional and the def2-TZVPD basis) results for a single C2H3ClF2O molecule at a distorted geometry.

HOMO   -10.70 eV
Orbital gap   11.58 eV

```
! RIJCOSX wB97M-V def2-TZVPD def2/J DEFGRID3
* xyz 0 1
F 0.62 2.29 -0.07
C 1.18 1.13 0.38
F 1.96 0.62 -0.51
O 0.00 0.09 0.64
C -0.96 -0.04 -0.39
Cl -2.54 0.77 0.01
H 1.59 1.17 1.30
H -0.71 0.27 -1.34
H -1.29 -1.05 -0.53
*
```


Record 2
DFT (the ωB97M-V functional and the def2-TZVPD basis) results for 2 unconnected molecules or ions with the total composition C2H3ClF2S at a distorted geometry.

HOMO   -8.96 eV
Orbital gap   9.69 eV

```
! RIJCOSX wB97M-V def2-TZVPD def2/J DEFGRID3
* xyz 0 1
F -0.38 1.76 0.33
C 0.70 1.06 -0.31
F 0.62 1.27 -1.57
C 1.33 0.25 0.49
S 2.44 -1.04 0.04
H 1.20 0.26 1.53
H 2.13 -1.15 -1.19
Cl -3.58 -0.75 0.37
H -4.47 -1.67 0.31
*
```


Record 3
DFT (the ωB97M-V functional and the def2-TZVPD basis) results for a single C2H3ClF2S molecule at a distorted geometry.

HOMO   -9.63 eV
Orbital gap   10.30 eV

```
! RIJCOSX wB97M-V def2-TZVPD def2/J DEFGRID3
* xyz 0 1
F -1.83 -0.27 -0.85
C -0.49 -0.40 -0.88
F -0.03 0.54 -1.65
Cl 0.03 -1.97 -1.57
C 0.27 -0.23 0.73
S -0.21 1.55 1.33
H 0.00 -0.91 1.49
H 1.40 -0.15 0.66
H 0.86 1.82 0.75
*
```


Record 4
DFT (the ωB97M-V functional and the def2-TZVPD basis) results for 2 unconnected molecules or ions with the total composition C2H3ClF2S.

HOMO   -9.43 eV
Orbital gap   9.40 eV

```
! RIJCOSX wB97M-V def2-TZVPD def2/J DEFGRID3
* xyz 0 1
C 2.14 0.25 0.41
C 0.99 0.66 -0.07
F 0.06 1.28 0.64
F 0.58 0.55 -1.33
H 2.38 0.40 1.44
H 2.86 -0.24 -0.23
S -2.30 -1.03 0.01
Cl -4.10 -0.11 0.19
H -2.60 -1.77 -1.07
*
```


Record 5
DFT (the ωB97M-V functional and the def2-TZVPD basis) results for a single C2H3ClF3NO2S molecule at a distorted geometry.

HOMO   -11.28 eV
Orbital gap   11.75 eV

```
! RIJCOSX wB97M-V def2-TZVPD def2/J DEFGRID3
* xyz 0 1
N -1.65 0.23 -1.14
S -1.30 0.33 0.47
O -1.26 1.70 0.84
O -2.19 -0.55 1.14
C 0.34 -0.45 0.79
Cl 0.19 -2.05 0.13
C 1.70 0.26 -0.14
F 2.06 1.32 0.60
F 1.28 0.66 -1.33
F 2.68 -0.59 -0.31
H -1.95 -0.73 -1.30
H -0.75 0.47 -1.53
H 0.87 -0.60 1.78
*
```


Record 6
DFT (the ωB97M-V functional and the def2-TZVPD basis) results for 2 unconnected molecules or ions with the total composition C2H3ClFI at a distorted geometry.

HOMO   -9.90 eV
Orbital gap   10.39 eV

```
! RIJCOSX wB97M-V def2-TZVPD def2/J DEFGRID3
* xyz 0 1
C 1.27 0.32 0.42
C 0.63 -0.69 -0.14
F -0.24 -0.48 -1.20
Cl 0.20 -2.25 0.53
H 2.12 0.15 1.08
H 1.13 1.18 -0.14
I -3.35 0.95 -0.43
H -1.77 0.83 -0.12
*
```


Record 7
DFT (the ωB97M-V functional and the def2-TZVPD basis) results for a single C2H3ClFI molecule at a distorted geometry.

Expectation value of S²   2.0057
HOMO (alpha / beta)   -5.73 / -10.48 eV
Orbital gap (alpha / beta)   6.38 / 6.62 eV

```
! RIJCOSX wB97M-V def2-TZVPD def2/J DEFGRID3
* xyz 0 3
C -0.32 -0.58 0.25
C 0.48 0.52 -0.26
F 0.27 1.69 0.36
Cl 2.20 0.00 -0.07
I -2.46 -0.12 0.16
H -0.15 -1.35 -0.42
H -0.17 -0.62 1.34
H 0.15 0.46 -1.37
*
```


Record 8
DFT (the ωB97M-V functional and the def2-TZVPD basis) results for a molecular structure, C2H3ClFN at a distorted geometry.

Expectation value of S²   2.0096
HOMO (alpha / beta)   -9.30 / -10.70 eV
Orbital gap (alpha / beta)   9.78 / 8.53 eV

```
! RIJCOSX wB97M-V def2-TZVPD def2/J DEFGRID3
* xyz 0 3
C 0.52 0.62 -1.47
C -0.28 -0.26 1.00
N 0.83 0.00 0.28
F -1.51 -0.04 0.45
Cl -0.21 -2.07 1.45
H 1.43 0.78 -1.98
H -0.51 0.73 -1.72
H -0.25 0.24 1.98
*
```


Record 9
DFT (the ωB97M-V functional and the def2-TZVPD basis) results for a single C2H3ClN2 molecule at a distorted geometry.

HOMO   -9.75 eV
Orbital gap   10.05 eV

```
! RIJCOSX wB97M-V def2-TZVPD def2/J DEFGRID3
* xyz 0 1
C -0.32 -0.20 0.33
C -1.40 -0.40 -0.57
N -2.15 -0.03 -1.56
N -2.70 -0.86 -0.45
Cl -3.59 0.06 0.84
H -0.25 0.94 0.48
H 0.57 -0.64 -0.13
H -0.55 -0.77 1.24
*
```


Record 10
DFT (the ωB97M-V functional and the def2-TZVPD basis) results for a single C2H3ClN2 molecule at a distorted geometry.

HOMO (alpha / beta)   -8.08 / -8.08 eV
Orbital gap (alpha / beta)   8.29 / 8.30 eV

```
! RIJCOSX wB97M-V def2-TZVPD def2/J DEFGRID3
* xyz 0 1
C 1.58 0.17 -0.53
C 0.17 0.07 -0.08
N 2.38 -1.23 0.00
N 3.03 -2.19 0.08
Cl 2.50 1.48 0.07
H 0.05 0.00 1.00
H -0.31 -0.79 -0.54
H -0.34 0.97 -0.42
*
```


Record 11
DFT (the ωB97M-V functional and the def2-TZVPD basis) results for 2 unconnected molecules or ions with the total composition C2H3ClN2O at a distorted geometry.

HOMO   -10.16 eV
Orbital gap   10.82 eV

```
! RIJCOSX wB97M-V def2-TZVPD def2/J DEFGRID3
* xyz 0 1
C -1.17 -1.70 0.43
N -1.10 -0.69 -0.32
N 0.04 -0.01 -0.28
C 1.07 -0.10 0.34
O 2.14 0.08 0.76
H -2.09 -2.27 0.42
H -0.36 -2.02 1.10
Cl 0.91 3.17 -0.64
H 0.55 3.54 -1.81
*
```


Record 12
DFT (the ωB97M-V functional and the def2-TZVPD basis) results for 2 unconnected molecules or ions with the total composition C2H3ClN2O at a distorted geometry.

HOMO   -9.03 eV
Orbital gap   9.44 eV

```
! RIJCOSX wB97M-V def2-TZVPD def2/J DEFGRID3
* xyz 0 1
C -0.31 0.08 1.59
C -1.01 1.93 0.24
N -1.04 -1.00 1.91
N -0.16 2.79 0.22
O -1.81 1.17 -0.16
Cl 0.62 0.72 2.90
H -1.18 -1.36 2.85
H -1.25 -1.58 1.18
H 0.49 3.04 1.04
*
```


In order of appearance, energy relative to the best compared isomer or geometry (same formula, charge and spin) = 73.7; 127.5; 100.5; 109.6; 0.0; 80.5; 105.1; 71.4; 384.3; 323.2; 182.4; 209.8 kJ/mol.